Density functional theory data (the ωB97M-V functional and the def2-TZVPD basis) for C29H50P2Ru as an isolated structure.

Molecular weight   561.74 g mol⁻¹
Net charge   +1
Multiplicity   6
Calculated total energy   -1911.99261 hartree
E_LUMO (spin up / spin down)   -2.959 / -4.248 eV
Kohn-Sham gap (spin up / spin down)   5.73 / 5.87 eV

Each line ends with the Mulliken spin population.
Positions of all 82 atoms, in Å:
Ru  1.37879  -0.57507  -1.05162  3.44
C  -1.09167  -0.84875  0.71638  0.25
C  -0.80132  -1.94520  -0.13550  0.24
C  1.19792  -1.35916  0.95007  -0.49
C  0.12274  -0.45351  1.33618  0.25
C  0.62073  -2.23672  -0.01828  0.58
C  -2.42437  -0.26002  1.09114  -0.01
H  -3.16676  -0.30106  0.29421  0.00
H  -2.32801  0.79834  1.36161  0.00
H  -2.84203  -0.79250  1.95416  0.01
C  0.33130  0.73974  2.18699  -0.01
H  -0.44504  1.51450  2.01378  0.00
H  1.30439  1.13709  1.85392  0.00
H  0.40052  0.53805  3.27923  0.03
C  2.32614  -1.77985  1.88294  0.03
H  2.16582  -2.82611  2.21754  0.00
H  2.25373  -1.15832  2.78802  0.01
H  3.33317  -1.72239  1.42271  -0.01
C  1.39012  -3.40764  -0.49361  -0.03
H  1.89514  -3.97273  0.30825  0.00
H  2.17531  -2.94099  -1.10947  0.04
H  0.77485  -4.08509  -1.09478  -0.01
C  -1.80076  -2.88410  -0.73131  -0.02
H  -2.03221  -3.69629  -0.00172  0.02
H  -1.42290  -3.35463  -1.65822  0.01
H  -2.77267  -2.40830  -0.99516  0.00
C  -1.80503  3.19771  -1.84918  0.01
C  -2.73897  2.24083  -1.65290  0.01
C  -2.66991  0.78384  -2.07199  0.02
C  -2.17959  0.63203  -3.52676  0.04
C  -0.72528  0.26618  -3.51918  0.01
C  0.22241  0.74530  -2.52047  0.07
C  0.34065  2.08426  -1.92900  -0.06
C  -0.55718  3.10450  -2.66198  -0.01
H  -3.71604  0.41908  -2.02764  0.00
H  -2.38875  1.53174  -4.11655  -0.01
H  -2.06917  0.12274  -1.39908  0.01
H  -0.77567  2.70486  -3.70250  0.02
H  -2.07432  4.23002  -1.57324  0.00
H  -3.68103  2.41945  -1.10140  0.00
H  -0.00802  4.07726  -2.78400  0.00
H  0.12638  2.05361  -0.84049  0.03
H  1.35575  0.32425  -2.67351  0.04
H  1.39071  2.37517  -2.02168  -0.05
H  -2.69200  -0.17556  -4.07674  0.01
H  -0.58349  -0.82768  -3.70971  -0.11
P  -0.08488  1.53656  -5.30542  0.20
C  -0.19186  3.22621  -6.07060  0.03
C  -1.13563  0.80595  -6.64459  0.00
P  2.22475  -0.29084  -4.57177  0.06
C  1.61773  1.04050  -5.67996  0.02
C  1.38467  -1.68098  -5.51155  0.00
C  3.84814  -0.49208  -5.44878  0.00
H  0.65444  3.87920  -5.84498  0.00
H  -1.10722  3.74218  -5.75537  0.00
H  -0.25053  3.15046  -7.16857  0.01
H  -0.87398  1.28325  -7.60951  0.00
H  -2.19092  1.04718  -6.43237  0.00
H  -1.01682  -0.27796  -6.75364  0.00
H  3.64638  -0.19865  -6.49489  0.00
H  4.12322  -1.56360  -5.38128  0.00
H  4.58664  0.18297  -4.98955  0.00
H  2.30328  1.90523  -5.66483  0.00
H  1.64253  0.66671  -6.71968  0.00
H  2.10207  -2.52799  -5.44093  0.00
H  1.28263  -1.34927  -6.56077  0.00
H  0.39593  -1.91481  -5.07256  0.00
C  2.15894  3.53158  1.42446  0.03
C  3.36122  2.59469  1.37494  0.08
C  4.56726  3.37933  0.88575  0.03
C  3.70382  2.04413  2.76359  0.02
C  3.06840  1.47846  0.45268  0.53
C  2.63516  0.62858  -0.36316  -0.37
H  2.31401  4.36963  2.10284  0.00
H  1.26078  3.02095  1.76383  -0.01
H  1.96778  3.91491  0.41892  -0.01
H  4.88411  4.09711  1.65104  0.00
H  5.42343  2.72714  0.67755  -0.01
H  4.31303  3.95591  -0.00688  0.00
H  2.83779  1.57438  3.23381  0.00
H  4.51543  1.30536  2.68834  0.00
H  4.04880  2.82463  3.45429  0.00

=====

Density functional theory data (the ωB97M-V functional and the def2-TZVPD basis) for C38H49IMnN2O7SSi as an isolated structure.

Molecular weight   887.81 g mol⁻¹
Multiplicity   6
Calculated total energy   -4250.27241 hartree
E_LUMO (spin up / spin down)   -0.263 / -0.303 eV
Kohn-Sham gap (spin up / spin down)   7.39 / 7.60 eV

Each line ends with the Mulliken spin population.
Positions of all 100 atoms, in Å:
Mn  -0.80263  -1.10164  -0.52464  4.74
C  -0.24881  0.97042  -4.50887  0.00
C  -0.19014  -0.51817  -4.65300  0.01
N  0.25588  -1.03307  -5.77347  0.00
C  0.34441  -2.37828  -5.88938  0.01
C  0.01043  -3.24168  -4.88434  -0.01
C  0.19274  -4.71914  -5.10613  0.00
O  -1.02369  -5.46427  -4.99611  0.00
C  -0.45133  -2.70558  -3.65567  -0.02
C  -0.74441  -3.62045  -2.57026  0.00
N  -0.77770  -3.34579  -1.31677  0.03
C  -0.94769  -4.44243  -0.43386  -0.02
C  -0.44723  -5.72104  -0.70564  0.01
C  -0.62449  -6.77221  0.17836  0.00
C  -1.29343  -6.57878  1.37961  0.00
C  -1.76631  -5.31540  1.69329  0.00
C  -1.57945  -4.28068  0.79441  0.01
I  -2.26040  -2.39184  1.38421  0.02
C  -0.58808  -1.31770  -3.52942  0.00
O  -1.07369  -0.73788  -2.47686  0.11
H  -0.04704  1.43807  -5.47078  0.00
H  0.50494  1.30138  -3.78770  0.00
H  -1.22688  1.28914  -4.13853  0.00
H  0.71923  -2.75457  -6.83609  0.00
H  0.86583  -5.14638  -4.36278  0.00
H  0.65412  -4.87220  -6.08279  0.00
H  -1.62904  -5.14861  -5.67463  0.00
H  -0.93531  -4.64773  -2.87903  0.01
H  0.11796  -5.88209  -1.61574  0.00
H  -0.22120  -7.74669  -0.06880  0.00
H  -1.42619  -7.39489  2.07873  0.00
H  -2.26684  -5.13311  2.63607  0.00
C  1.15642  3.90309  0.59915  0.00
C  0.60931  2.94841  -0.45368  -0.01
C  -0.71448  2.37733  0.05077  0.02
C  0.39134  3.70271  -1.75998  0.00
O  1.52421  1.89583  -0.72507  0.00
Si  1.97284  0.56783  0.16485  0.01
O  1.02744  -0.68286  -0.05494  0.08
O  3.51664  0.20867  -0.24538  -0.03
C  4.40172  0.66585  -1.27184  0.00
C  3.74441  0.47646  -2.63627  0.00
C  4.76072  2.12940  -1.03433  0.00
C  5.64315  -0.20392  -1.16144  0.00
O  1.93397  1.10387  1.73184  0.00
C  2.31570  0.44887  2.94246  0.00
C  1.76882  1.32427  4.06192  0.00
C  1.70803  -0.94982  3.01800  -0.01
C  3.83690  0.37300  3.02470  0.00
H  0.39472  4.63910  0.87332  0.00
H  2.02126  4.43672  0.19843  0.00
H  1.46295  3.35122  1.48740  0.00
H  -1.48269  3.15227  0.00512  0.00
H  -0.59429  2.07047  1.09112  -0.01
H  -0.92158  1.28792  -1.61114  0.00
H  -0.15627  4.63032  -1.57447  0.00
H  -0.17246  3.11547  -2.48763  0.00
H  1.35846  3.94472  -2.20224  0.00
H  2.85696  1.10906  -2.72330  0.00
H  3.44170  -0.56630  -2.76383  0.00
H  4.44152  0.74020  -3.43546  0.00
H  3.86043  2.74707  -1.06841  0.00
H  5.45798  2.48199  -1.79887  0.00
H  5.22790  2.24441  -0.05266  0.00
H  5.37081  -1.25454  -1.28478  0.00
H  6.10243  -0.07808  -0.17816  0.00
H  6.37337  0.06514  -1.92893  0.00
H  0.68812  1.45232  3.94268  0.00
H  2.23381  2.31266  4.03051  0.00
H  1.96667  0.87564  5.03916  0.00
H  0.61980  -0.89975  2.91973  0.00
H  1.95787  -1.41098  3.97648  0.00
H  2.07972  -1.58402  2.20995  0.00
H  4.26407  1.37657  2.95773  0.00
H  4.23520  -0.22455  2.20231  0.00
H  4.14244  -0.07684  3.97300  0.00
O  -1.14395  1.22021  -0.67162  0.02
S  -3.88781  1.03967  1.15398  0.00
C  -4.18183  2.77649  1.39284  0.00
C  -5.15976  3.37712  0.60542  0.00
C  -5.37508  4.74703  0.69281  0.00
C  -4.63242  5.51782  1.57737  0.00
C  -3.66456  4.91372  2.36984  0.00
C  -3.42801  3.54935  2.27176  0.00
C  -3.47346  0.50396  2.79846  0.00
C  -2.14757  0.50764  3.23168  0.00
C  -1.82455  -0.00720  4.48329  0.01
C  -2.81775  -0.53063  5.29845  0.00
C  -4.14013  -0.53859  4.86884  0.00
C  -4.46985  -0.02285  3.62220  0.00
H  -5.75138  2.76734  -0.06801  0.00
H  -6.13683  5.20970  0.07674  0.00
H  -4.81034  6.58365  1.65126  0.00
H  -3.08100  5.50835  3.06299  0.00
H  -2.66300  3.08646  2.88395  0.00
H  -1.36697  0.89590  2.58357  0.00
H  -0.79331  -0.00608  4.81434  0.00
H  -2.56060  -0.93746  6.26926  0.00
H  -4.91551  -0.94840  5.50479  0.00
H  -5.49589  -0.02708  3.27454  0.00

=====

Density functional theory data (the ωB97M-V functional and the def2-TZVPD basis) for C51H29I4N5O4Sn as an isolated structure.

Molecular weight   1402.15 g mol⁻¹
Calculated total energy   -3940.60501 hartree
ΔE to the lowest compared entry with this formula, charge and spin   391.7 kJ/mol
E_LUMO   -1.691 eV
Kohn-Sham gap   5.36 eV

Each line ends with the Mulliken charge.
Positions of all 94 atoms, in Å:
Sn  0.61714  0.34978  -0.57422  0.61
I  -0.32667  -9.72602  0.62949  0.09
C  -0.13358  -7.68044  0.26794  -0.10
C  1.07722  -7.17477  -0.18479  -0.87
C  1.20547  -5.81779  -0.42728  -0.15
C  0.12970  -4.95760  -0.21626  0.15
C  -1.07576  -5.48477  0.24453  -0.35
C  -1.21693  -6.84400  0.48302  -0.74
C  0.20815  -3.50866  -0.48547  0.26
C  -0.58745  -2.83171  -1.32816  0.65
C  -1.51037  -3.52854  -2.22605  -1.35
C  -2.07105  -2.59827  -2.99600  -1.49
C  -1.53605  -1.29428  -2.58020  0.67
C  -1.93687  -0.12289  -3.22522  0.82
C  -2.71380  -0.26732  -4.49642  -0.64
C  -2.11043  -0.78193  -5.64110  0.12
C  -2.81097  -0.89679  -6.83349  -0.79
C  -4.13547  -0.48934  -6.88354  -0.03
I  -5.19466  -0.63698  -8.67685  0.09
C  -4.76245  0.01943  -5.75649  -0.74
C  -4.04724  0.12601  -4.57212  0.06
C  -1.67350  1.17819  -2.78373  0.50
N  -1.11230  1.52436  -1.61535  -0.24
C  -1.03488  2.91391  -1.59903  0.12
C  -0.60594  3.70060  -0.57364  1.53
C  -0.47390  5.16423  -0.82352  -0.53
C  0.47660  5.62080  -1.73340  -0.16
C  0.65119  6.97710  -1.96850  -0.73
C  -0.12992  7.89132  -1.27914  -0.06
I  0.14479  9.93450  -1.59776  0.09
C  -1.09275  7.46028  -0.37826  -0.68
C  -1.25985  6.10156  -0.15845  -0.25
C  -0.32326  3.21776  0.75811  0.29
C  -0.13888  4.05832  1.90855  -1.24
C  -0.04206  3.22657  2.97731  -1.34
C  -0.13776  1.88868  2.46784  0.10
N  -0.28061  1.92665  1.09049  0.07
C  -0.14578  0.73841  3.23154  1.35
C  -0.06849  -0.57127  2.71180  -0.29
C  -0.24914  -1.77935  3.41481  -1.42
C  0.09840  -2.81613  2.56000  -1.73
C  0.48178  -2.15682  1.38797  0.84
N  0.36221  -0.84592  1.42594  0.43
C  -0.17904  0.86574  4.71084  -0.68
C  -1.20215  1.55763  5.35233  -0.19
C  -1.21614  1.68643  6.73319  -0.71
C  -0.18944  1.12619  7.47726  -0.09
I  -0.19506  1.32447  9.55402  0.10
C  0.84090  0.43323  6.85802  -0.79
C  0.83673  0.29918  5.47862  -0.22
C  -1.58853  3.42936  -2.85074  -1.37
C  -2.00209  2.37482  -3.56281  -1.34
N  -0.64952  -1.45478  -1.56678  0.43
H  1.91891  -7.83265  -0.34949  0.41
H  2.14433  -5.41518  -0.78199  0.51
H  -1.90893  -4.81853  0.43242  0.57
H  -2.15699  -7.23903  0.84166  0.41
H  -1.65776  -4.59443  -2.25741  0.52
H  -2.79408  -2.74481  -3.78048  0.47
H  -1.07341  -1.09274  -5.59694  0.50
H  -2.32565  -1.29292  -7.71466  0.39
H  -5.79835  0.32643  -5.79753  0.39
H  -4.53371  0.51737  -3.68652  0.49
H  1.09261  4.90183  -2.25978  0.53
H  1.39090  7.31401  -2.68122  0.39
H  -1.71054  8.17476  0.14770  0.38
H  -2.03154  5.76473  0.52305  0.59
H  -0.09269  5.13411  1.91618  0.60
H  0.10094  3.50067  4.00946  0.55
H  -0.60502  -1.87145  4.42820  0.63
H  0.05718  -3.87855  2.72896  0.82
H  -2.00390  1.98538  4.76373  0.53
H  -2.02003  2.21943  7.22114  0.39
H  1.64151  0.00325  7.44344  0.38
H  1.64044  -0.23367  4.98680  0.62
H  -1.67663  4.47199  -3.10683  0.48
H  -2.47591  2.37989  -4.53009  0.46
O  4.97581  2.07689  -0.44002  -0.47
C  4.18855  1.04842  -0.83032  -0.12
O  3.49674  1.11369  -1.80920  -0.52
C  4.31184  -0.14037  0.08355  0.81
C  5.39825  -0.22775  0.93256  -0.50
C  5.52425  -1.39643  1.68438  -0.56
C  4.58323  -2.38371  1.56099  -1.15
C  3.47356  -2.18789  0.69123  0.61
N  3.35851  -1.06503  -0.03513  -0.06
C  2.57509  -3.29017  0.53167  -0.89
O  2.47704  -4.16668  1.57557  -0.63
O  1.12862  -2.71307  0.26564  1.24
H  4.84566  2.77491  -1.10031  0.34
H  6.12460  0.56701  0.98663  0.47
H  6.36574  -1.52721  2.35304  0.45
H  4.68164  -3.31718  2.09498  0.54
H  2.39967  -3.69452  2.42610  0.38

=====

Density functional theory data (the ωB97M-V functional and the def2-TZVPD basis) for C22H37F3N3PbS5 as an isolated structure.

Molecular weight   768.09 g mol⁻¹
Net charge   +1
Calculated total energy   -3507.88032 hartree
E_LUMO   -3.677 eV
Kohn-Sham gap   5.60 eV

Each line ends with the Mulliken charge.
Positions of all 71 atoms, in Å:
Pb  0.87240  0.01881  0.44985  0.80
C  4.35210  0.45175  -1.89804  -1.18
C  4.62217  0.24541  -0.41999  -0.27
S  4.58301  -1.52692  0.03791  -0.15
C  4.34866  -1.46766  1.84650  -0.29
C  3.68964  -2.74637  2.33646  -1.04
S  1.85556  -2.71507  2.18126  0.20
C  1.50947  -4.08158  1.01965  -1.05
C  1.88163  -3.79613  -0.42278  0.00
S  0.65399  -2.68623  -1.22140  0.08
C  1.44051  -2.40977  -2.85251  -0.55
C  2.78108  -1.70294  -2.84996  -0.73
S  2.63624  0.07914  -2.42072  0.15
H  5.02071  -0.14911  -2.51221  0.41
H  4.49279  1.50434  -2.14076  0.42
H  3.87724  0.76484  0.18387  0.08
H  5.61642  0.62799  -0.18182  0.52
H  3.72889  -0.60559  2.09207  0.05
H  5.32933  -1.35384  2.31119  0.47
H  3.88341  -2.86170  3.40403  0.51
H  4.06697  -3.61927  1.80537  0.45
H  0.43830  -4.25970  1.12435  0.42
H  2.04196  -4.95944  1.38536  0.43
H  1.90019  -4.72388  -0.99695  0.47
H  2.85636  -3.31653  -0.47726  -0.31
H  0.70303  -1.82228  -3.39562  0.00
H  1.55090  -3.38704  -3.32314  0.55
H  3.20965  -1.75378  -3.85427  0.46
H  3.47692  -2.15594  -2.14837  0.25
F  -0.80207  2.60469  4.85424  -0.20
C  -0.72660  1.37264  5.38103  0.49
F  -1.63092  1.35080  6.37878  -0.32
F  0.47120  1.26148  5.96882  -0.23
C  -0.98935  0.30027  4.36410  -0.16
C  -2.04598  -0.57173  4.53602  -0.17
C  -2.31276  -1.53011  3.56053  -1.24
C  -1.50673  -1.55043  2.44198  -0.28
N  -0.49156  -0.72319  2.27377  0.05
C  -0.19322  0.20555  3.20105  0.74
S  1.14207  1.19957  2.85104  -0.51
H  -2.66794  -0.49442  5.41677  0.52
H  -3.12955  -2.22446  3.66247  0.43
H  -1.67109  -2.24523  1.62939  0.56
C  -3.00011  3.61528  1.69012  -1.49
C  -3.29947  2.45742  0.72855  2.39
C  -4.27100  1.47329  1.39652  -1.46
C  -3.91322  3.00901  -0.56804  -1.68
C  -2.05169  1.75716  0.42289  0.75
C  -1.01610  1.18236  0.17475  -2.48
H  -3.91817  4.15003  1.92901  0.41
H  -2.29492  4.31237  1.24224  0.41
H  -2.56492  3.24310  2.61421  0.25
H  -5.20000  1.97771  1.65884  0.43
H  -3.82957  1.06920  2.30565  0.24
H  -4.50056  0.64153  0.73146  0.38
H  -4.82624  3.55902  -0.34786  0.41
H  -4.15513  2.19592  -1.25329  0.30
H  -3.21269  3.68561  -1.05642  0.36
N  -2.09656  1.86306  -5.90195  -0.21
C  -1.87692  1.79834  -4.42332  -0.58
C  -0.84309  0.68862  -4.06884  -1.08
N  -0.58627  0.53774  -2.67798  -0.30
H  -2.79165  2.57473  -6.16147  0.36
H  -2.41801  0.94701  -6.24214  0.37
H  -1.21069  2.08005  -6.37406  0.36
H  -2.82590  1.58167  -3.93113  0.34
H  -1.51672  2.76604  -4.07483  0.32
H  0.10844  0.91647  -4.55926  0.46
H  -1.21715  -0.26529  -4.45944  0.55
H  -1.39314  0.29244  -2.11815  0.13
H  -0.14361  1.34321  -2.25814  0.22

=====

Which maximum force belongs to each record? In order, 4.75, 1.04, 0.82, 1.24 eV/Å.